DFT (the ωB97M-V functional and the def2-TZVPD basis) results for a 3-piece molecular cluster, C15H39ClNO10P2S2Si overall at a distorted geometry.

Atoms and positions in Å:
1 C -0.8791 -3.2302 4.0060
2 N -1.0593 0.6984 0.0440
3 O -2.0950 -2.5052 4.1237
4 Cl -4.1952 0.9736 0.2326
5 H 0.2435 -2.2564 5.5822
6 H -0.7649 -3.5904 6.1354
7 H -0.2616 -2.8241 3.1973
8 C -0.1308 1.8785 0.2085
9 H 5.9388 3.4196 2.2299
10 H 6.8277 0.0042 1.0886
11 H 6.7756 4.0462 -1.8253
12 S -4.1098 -2.2786 -2.9731
13 H 7.3924 2.1665 2.2249
14 H 4.2731 1.4856 1.4747
15 H 1.3626 2.8154 -1.1379
16 O -2.4654 2.1852 -2.0674
17 H -4.0647 -0.9675 2.9187
18 H -4.3254 -1.0979 4.6922
19 O -1.6778 -0.4327 5.4639
20 H -2.1670 1.8835 -2.9751
21 C -4.7627 -1.6549 -1.4448
22 O -2.4543 3.6463 1.0798
23 Si 6.3089 2.1934 -0.0844
24 H -3.9476 0.4871 3.9556
25 C 3.7041 1.9730 0.5452
26 O -3.2540 -3.4061 -2.6764
27 H -5.1083 -2.4152 -5.5819
28 H 8.4148 3.4246 -1.1159
29 H -5.0706 -4.8675 -6.2333
30 P -2.4600 0.7746 -1.0486
31 H 7.6607 3.8138 1.3476
32 H 0.4012 -0.8498 0.2258
33 C -0.1181 -3.2552 5.3185
34 O -1.3313 -0.4235 2.9550
35 H -5.3211 -5.2970 -4.5223
36 H 7.4062 2.3533 -2.4191
37 H 2.2501 0.2125 0.8298
38 C 1.2537 1.7285 -0.7183
39 C 6.9023 0.3584 -0.0488
40 P -0.8404 3.6451 0.4275
41 H 8.0658 0.3671 -0.2910
42 C -3.7727 -0.5900 3.8998
43 H 3.0715 0.3538 -0.9300
44 H 6.3164 -0.3675 -0.7580
45 C -0.1775 -0.3496 -0.6673
46 O -3.6570 -1.1579 -3.7710
47 H -1.1432 -4.2552 3.7276
48 C 0.6496 0.5715 -1.7548
49 C 2.5451 0.9643 -0.0494
50 H -3.9259 -1.2958 -0.8411
51 H 0.0002 1.2207 -2.5128
52 O -5.5140 -2.8313 -3.5860
53 H -5.2764 -2.4649 -0.9237
54 O -0.7681 4.5485 -1.1008
55 H 3.1472 2.9336 0.9510
56 C -5.5636 -3.1928 -4.9589
57 C 6.8249 3.0021 1.5885
58 H -5.4490 -0.8348 -1.6609
59 H 0.7469 -3.9203 5.2519
60 H -1.4771 0.4351 0.9638
61 H -2.7302 4.6256 1.0581
62 C 7.3567 3.0741 -1.4939
63 H 0.3128 1.6757 1.2984
64 H -6.6208 -3.2516 -5.2364
65 H -3.8345 -4.4961 -5.0230
66 O 4.6215 2.4185 -0.5249
67 H -0.7316 -1.2837 -1.1443
68 S -2.0369 -0.8775 4.1354
69 H 1.4142 0.0678 -2.4829
70 H -1.7321 4.6379 -1.3965
71 C -4.9132 -4.5420 -5.2017

Cartesian forces (eV/Å) of the 3 atoms listed first:
1.189 -0.738 0.199
0.525 0.228 -0.732
-0.672 1.652 -0.343

Output
HOMO energy ... -0.430 Eh
E_tot ... -3630.50749 Eh
HOMO-LUMO gap ... 0.308 Ha
Charge ... +1

List of Mulliken charges in e, atom by atom: number 1, C, carries -0.125; number 2, N, carries 0.287; number 3, O, carries -0.286; number 4, Cl, carries -0.240; number 5, H, carries 0.296; number 6, H, carries 0.276; number 7, H, carries 0.141; number 8, C, carries 0.164; number 9, H, carries 0.263; number 10, H, carries 0.256; number 11, H, carries 0.257; number 12, S, carries 1.221; number 13, H, carries 0.279; number 14, H, carries 0.299; number 15, H, carries 0.578; number 16, O, carries -0.499; number 17, H, carries 0.247; number 18, H, carries 0.365; number 19, O, carries -0.576; number 20, H, carries 0.340; number 21, C, carries -0.622; number 22, O, carries -0.417; number 23, Si, carries 0.723; number 24, H, carries 0.383; number 25, C, carries -0.416; number 26, O, carries -0.628; number 27, H, carries 0.310; number 28, H, carries 0.296; number 29, H, carries 0.391; number 30, P, carries 0.398; number 31, H, carries 0.272; number 32, H, carries 0.187; number 33, C, carries -1.053; number 34, O, carries -0.590; number 35, H, carries 0.263; number 36, H, carries 0.258; number 37, H, carries 0.189; number 38, C, carries -0.261; number 39, C, carries -0.909; number 40, P, carries 0.005; number 41, H, carries 0.278; number 42, C, carries -0.919; number 43, H, carries 0.217; number 44, H, carries 0.254; number 45, C, carries -0.604; number 46, O, carries -0.624; number 47, H, carries 0.307; number 48, C, carries -0.454; number 49, C, carries -0.539; number 50, H, carries -0.135; number 51, H, carries 0.037; number 52, O, carries -0.250; number 53, H, carries 0.450; number 54, O, carries -0.481; number 55, H, carries 0.197; number 56, C, carries -0.314; number 57, C, carries -0.927; number 58, H, carries 0.418; number 59, H, carries 0.399; number 60, H, carries 0.371; number 61, H, carries 0.330; number 62, C, carries -1.031; number 63, H, carries 0.358; number 64, H, carries 0.276; number 65, H, carries 0.294; number 66, O, carries -0.438; number 67, H, carries 0.404; number 68, S, carries 1.009; number 69, H, carries 0.481; number 70, H, carries 0.301; number 71, C, carries -0.988